Entry from the Open Molecules 2025 dataset: C33H46Cl2F4KN2O3Si2Te as an isolated structure (ωB97M-V/def2-TZVPD).

Values from the calculation:
calculated total energy: -119383.483 eV
orbital gap: 6.1 eV
ΔE to the lowest compared entry with this formula, charge and spin: 2.7 kcal/mol
total charge: -1

CARTESIAN COORDINATES (ANGSTROEM)
K: 1.186 -0.131 0.649
C: 3.732 -0.878 -1.626
N: 3.576 -1.482 -0.315
C: 4.860 -1.663 0.332
C: 2.851 -2.756 -0.422
C: 2.411 -3.373 0.914
N: 1.468 -2.516 1.580
C: 1.197 -2.610 2.868
C: 0.268 -1.685 3.467
F: -0.334 -0.745 2.684
C: -0.106 -1.704 4.785
F: -1.000 -0.782 5.205
C: 0.393 -2.618 5.698
C: 1.288 -3.529 5.172
F: 1.815 -4.474 5.984
C: 1.671 -3.535 3.851
F: 2.531 -4.525 3.469
H: 4.249 -1.537 -2.343
H: 4.308 0.046 -1.539
H: 2.757 -0.634 -2.052
H: 5.505 -2.372 -0.218
H: 4.726 -2.038 1.345
H: 5.380 -0.705 0.391
H: 3.476 -3.494 -0.959
H: 1.966 -2.575 -1.041
H: 3.294 -3.602 1.523
H: 1.967 -4.355 0.683
H: 0.101 -2.619 6.736
O: 2.370 2.018 -0.032
C: 1.508 3.153 -0.243
C: 0.003 2.686 -0.440
O: -0.799 3.626 -0.448
O: -0.194 1.470 -0.639
C: 1.695 4.084 0.948
C: 2.907 4.754 1.092
C: 3.171 5.529 2.211
C: 2.216 5.644 3.211
C: 1.005 4.982 3.078
C: 0.742 4.209 1.954
C: 1.858 3.796 -1.577
C: 2.372 3.016 -2.607
C: 2.641 3.575 -3.851
C: 2.384 4.917 -4.081
C: 1.851 5.696 -3.061
C: 1.588 5.141 -1.819
H: 3.269 2.312 -0.209
H: 3.653 4.681 0.307
H: 4.120 6.043 2.301
H: 2.414 6.249 4.088
H: 0.253 5.065 3.853
H: -0.213 3.716 1.850
H: 2.545 1.959 -2.436
H: 3.048 2.956 -4.642
H: 2.592 5.354 -5.050
H: 1.633 6.742 -3.237
H: 1.149 5.740 -1.033
C: -3.968 -5.705 -0.171
Si: -3.016 -4.174 0.358
C: -1.245 -4.632 0.729
C: -3.841 -3.433 1.861
C: -3.042 -2.932 -1.056
Te: -1.908 -1.205 -0.497
C: -2.826 0.157 -1.879
Si: -4.347 0.968 -1.140
C: -5.641 -0.351 -0.796
C: -3.921 1.875 0.425
C: -5.045 2.181 -2.394
H: -3.972 -6.462 0.617
H: -3.518 -6.151 -1.061
H: -5.007 -5.458 -0.404
H: -1.163 -5.268 1.614
H: -0.627 -3.746 0.909
H: -0.815 -5.177 -0.116
H: -3.772 -4.106 2.720
H: -4.900 -3.237 1.671
H: -3.367 -2.489 2.136
H: -4.062 -2.610 -1.269
H: -2.622 -3.354 -1.970
H: -3.032 -0.392 -2.800
H: -2.040 0.887 -2.073
H: -5.266 -1.061 -0.055
H: -5.904 -0.902 -1.703
H: -6.557 0.093 -0.398
H: -3.710 1.173 1.235
H: -4.750 2.517 0.737
H: -3.034 2.495 0.270
H: -5.295 1.686 -3.336
H: -4.310 2.962 -2.604
H: -5.951 2.663 -2.018
Cl: 2.478 -1.406 -5.155
C: 0.970 -0.500 -4.850
Cl: 0.155 -1.011 -3.391
H: 0.320 -0.660 -5.702
H: 1.238 0.548 -4.754

Atom charges from the Löwdin analysis, given in e for atoms 1 to 5: number 1, K, carries 0.715; number 2, C, carries -0.127; number 3, N, carries -0.306; number 4, C, carries -0.099; number 5, C, carries -0.210

Entry from the Open Molecules 2025 dataset: C29H46IN11O2RuS2 as an isolated structure at a distorted geometry (ωB97M-V/def2-TZVPD).

Values from the calculation:
calculated total energy: -83653.289 eV
<S²>: 8.822
spin multiplicity: 6
orbital gap (alpha / beta): 6.7 / 6.8 eV
ΔE to the lowest compared entry with this formula, charge and spin: 24.5 kcal/mol
total charge: +1

CARTESIAN COORDINATES (ANGSTROEM)
Ru: -0.190 -0.170 -0.272
N: 1.438 1.584 0.798
C: 1.592 2.637 -0.204
C: 2.175 3.957 0.304
C: 3.430 3.842 1.170
C: 4.675 3.342 0.424
N: 4.538 1.998 -0.117
C: 4.485 0.874 0.594
N: 4.179 -0.269 -0.006
N: 4.784 0.857 1.897
C: 0.113 2.788 -0.697
O: -0.553 3.730 -0.244
O: -0.276 1.870 -1.446
H: 0.788 1.895 1.522
H: 2.302 1.346 1.274
H: 2.162 2.236 -1.051
H: 1.397 4.463 0.882
H: 2.384 4.593 -0.556
H: 3.231 3.205 2.035
H: 3.666 4.839 1.545
H: 5.543 3.373 1.091
H: 4.882 4.001 -0.421
H: 4.222 1.936 -1.075
H: 3.704 -0.277 -0.901
H: 4.001 -1.087 0.558
H: 5.176 1.656 2.362
H: 4.764 -0.025 2.381
C: -4.181 0.776 3.675
N: -3.610 1.836 2.893
C: -4.242 3.023 2.605
C: -3.431 3.726 1.783
N: -2.301 2.982 1.585
C: -2.411 1.823 2.260
S: -1.269 0.594 2.412
H: -5.110 0.436 3.209
H: -4.412 1.124 4.681
H: -3.466 -0.044 3.737
H: -5.205 3.261 3.007
H: -3.552 4.684 1.319
H: -1.556 3.274 0.917
C: 1.295 -0.818 4.667
N: 0.498 -1.763 3.940
C: -0.576 -2.471 4.416
C: -1.126 -3.145 3.381
N: -0.385 -2.842 2.264
C: 0.602 -1.985 2.613
S: 1.791 -1.381 1.613
H: 0.884 -0.693 5.665
H: 1.274 0.138 4.142
H: 2.329 -1.161 4.734
H: -0.857 -2.427 5.447
H: -1.960 -3.817 3.359
H: -0.556 -3.139 1.310
C: 2.915 -2.493 -1.883
C: 2.517 -1.753 -3.162
C: 2.455 -0.233 -2.976
C: 1.207 -2.298 -3.673
C: 1.195 -2.921 -4.897
C: 0.047 -3.494 -5.425
C: -1.122 -3.438 -4.683
C: -1.181 -2.832 -3.450
C: -2.527 -2.736 -2.780
C: -2.506 -3.170 -1.315
C: -3.029 -1.301 -2.948
C: -0.003 -2.204 -2.876
N: -0.015 -1.614 -1.728
H: 3.958 -2.318 -1.628
H: 2.782 -3.564 -2.024
H: 2.265 -2.176 -1.067
H: 3.275 -1.960 -3.928
H: 1.770 0.023 -2.155
H: 2.068 0.232 -3.880
H: 3.456 0.172 -2.804
H: 2.112 -2.971 -5.466
H: 0.066 -3.967 -6.392
H: -2.023 -3.883 -5.082
H: -3.212 -3.405 -3.315
H: -1.867 -2.486 -0.745
H: -2.103 -4.177 -1.235
H: -3.520 -3.167 -0.916
H: -2.307 -0.616 -2.502
H: -4.003 -1.168 -2.481
H: -3.118 -1.061 -4.004
I: -5.972 2.837 -0.883
C: -4.578 1.334 -0.474
C: -4.827 0.128 0.146
N: -3.633 -0.486 0.257
N: -2.649 0.244 -0.270
C: -3.197 1.355 -0.723
H: -5.742 -0.316 0.478
H: -3.430 -1.404 0.624
H: -2.601 2.103 -1.213

Atom charges from the Löwdin analysis, given in e for atoms 1 to 5: number 1, Ru, carries 1.040; number 2, N, carries -0.011; number 3, C, carries -0.307; number 4, C, carries -0.141; number 5, C, carries -0.177

Entry from the Open Molecules 2025 dataset: a 2-piece molecular cluster, CH4ClN2O overall at a distorted geometry (ωB97M-V/def2-TZVPD).

Values from the calculation:
calculated total energy: -18642.746 eV
orbital gap: 10.7 eV
ΔE to the lowest compared entry with this formula, charge and spin: 22.7 kcal/mol
total charge: +1

CARTESIAN COORDINATES (ANGSTROEM)
C: -0.130 1.541 0.142
N: -0.264 -0.991 0.258
N: 0.630 1.154 -0.741
O: -0.820 1.630 1.086
Cl: -0.177 -2.750 -0.147
H: -1.250 -0.763 0.144
H: 0.285 -0.794 1.010
H: 0.230 -0.538 -0.575
H: 1.496 1.509 -1.177

Atom charges from the Löwdin analysis, given in e for atoms 1 to 5: number 1, C, carries -0.343; number 2, N, carries -0.182; number 3, N, carries 0.160; number 4, O, carries 0.210; number 5, Cl, carries 0.717

Entry from the Open Molecules 2025 dataset: a 9-piece molecular cluster, C47H120N10O16 overall at a distorted geometry (ωB97M-V/def2-TZVPD).

Values from the calculation:
calculated total energy: -98336.510 eV
orbital gap: 8.2 eV

CARTESIAN COORDINATES (ANGSTROEM)
C: -1.789 1.963 -4.399
C: -1.816 0.493 -4.754
C: -2.790 -0.339 -3.932
O: -2.598 -0.026 -2.559
C: -3.792 -0.179 -1.813
N: -1.840 0.215 -6.201
H: -1.351 2.551 -5.207
H: -1.301 2.185 -3.453
H: -2.796 2.380 -4.244
H: -0.827 0.113 -4.453
H: -2.525 -1.404 -3.997
H: -3.828 -0.224 -4.265
H: -4.623 0.400 -2.221
H: -3.583 0.069 -0.770
H: -4.071 -1.243 -1.790
H: -2.551 0.783 -6.657
H: -2.163 -0.740 -6.329
C: -2.067 3.524 0.183
O: -2.439 3.092 -1.112
C: -3.639 3.614 -1.657
C: -3.385 4.957 -2.315
N: -4.615 5.704 -2.450
C: -4.463 7.078 -2.899
C: -4.027 7.240 -4.362
O: -5.153 7.096 -5.167
C: -4.857 7.059 -6.546
H: -2.953 3.491 0.831
H: -1.589 4.506 0.200
H: -1.420 2.729 0.548
H: -4.389 3.685 -0.862
H: -3.942 2.878 -2.403
H: -2.844 4.819 -3.267
H: -2.679 5.549 -1.721
H: -5.301 5.222 -3.019
H: -3.727 7.559 -2.251
H: -5.418 7.606 -2.857
H: -3.220 6.538 -4.616
H: -3.575 8.242 -4.458
H: -4.340 6.130 -6.805
H: -4.410 7.991 -6.902
H: -5.811 6.989 -7.082
C: 4.222 7.998 0.822
O: 3.782 6.676 1.077
C: 3.010 6.609 2.246
C: 2.592 5.180 2.478
N: 3.737 4.346 2.764
C: 3.408 2.934 2.819
C: 2.865 2.492 4.172
O: 1.901 1.452 3.922
C: 0.568 1.850 4.116
H: 4.672 8.436 1.724
H: 3.368 8.615 0.531
H: 5.020 7.970 0.086
H: 2.138 7.278 2.233
H: 3.583 6.912 3.139
H: 2.106 4.810 1.554
H: 1.829 5.145 3.260
H: 4.510 4.578 2.160
H: 4.294 2.357 2.544
H: 2.662 2.708 2.045
H: 2.353 3.321 4.663
H: 3.622 2.058 4.820
H: 0.381 2.871 3.738
H: 0.305 1.916 5.179
H: -0.084 1.200 3.533
C: 2.006 1.360 -6.745
O: 1.967 0.714 -5.502
C: 2.537 1.456 -4.445
C: 1.790 1.114 -3.162
N: 2.363 1.683 -1.948
C: 2.466 3.126 -1.902
C: 1.177 3.890 -1.833
O: 0.733 4.174 -3.165
C: 0.034 5.387 -3.273
H: 1.813 0.648 -7.545
H: 2.957 1.885 -6.879
H: 1.184 2.086 -6.851
H: 2.375 2.534 -4.591
H: 3.615 1.252 -4.422
H: 1.781 0.024 -3.047
H: 0.754 1.417 -3.328
H: 3.283 1.300 -1.770
H: 3.183 3.605 -2.586
H: 3.012 3.354 -0.970
H: 1.329 4.812 -1.261
H: 0.350 3.336 -1.373
H: -0.739 5.541 -2.505
H: -0.483 5.403 -4.232
H: 0.714 6.246 -3.192
C: 1.443 -2.913 -4.068
O: 0.682 -3.911 -3.443
C: 0.072 -3.422 -2.262
C: -0.335 -4.577 -1.378
N: -0.697 -4.118 -0.022
C: -1.705 -3.036 -0.012
C: -3.062 -3.518 -0.503
O: -3.397 -4.820 -0.071
C: -3.727 -4.869 1.289
H: 0.842 -2.017 -4.284
H: 1.783 -3.284 -5.035
H: 2.325 -2.619 -3.486
H: -0.819 -2.848 -2.557
H: 0.743 -2.759 -1.702
H: 0.474 -5.305 -1.286
H: -1.179 -5.112 -1.841
H: -1.054 -4.952 0.430
H: -1.285 -2.107 -0.398
H: -1.667 -2.779 1.059
H: -3.069 -3.531 -1.595
H: -3.837 -2.818 -0.157
H: -3.021 -4.327 1.931
H: -3.640 -5.899 1.652
H: -4.752 -4.548 1.507
C: -4.954 0.636 2.124
O: -4.829 0.490 3.507
C: -3.511 0.233 3.917
C: -3.189 -1.254 3.962
N: -4.035 -1.953 4.872
C: -3.831 -3.336 5.130
C: -2.624 -3.688 6.018
O: -2.887 -3.722 7.394
C: -3.275 -2.470 7.931
H: -4.578 1.613 1.797
H: -5.990 0.522 1.802
H: -4.442 -0.164 1.568
H: -3.355 0.620 4.932
H: -2.742 0.747 3.326
H: -2.130 -1.272 4.267
H: -3.254 -1.691 2.952
H: -4.849 -1.492 5.226
H: -3.819 -3.997 4.250
H: -4.712 -3.670 5.691
H: -1.763 -3.041 5.798
H: -2.302 -4.682 5.688
H: -2.996 -2.480 8.982
H: -4.362 -2.348 7.855
H: -2.832 -1.628 7.395
C: 0.873 -2.094 3.800
O: 1.791 -3.132 3.543
C: 1.238 -4.247 2.870
C: 0.449 -5.176 3.788
N: -0.264 -6.134 2.974
C: -1.012 -7.127 3.694
C: -1.806 -8.038 2.784
O: -3.167 -8.108 3.175
C: -3.776 -9.364 2.989
H: 0.198 -2.308 4.634
H: 0.248 -1.909 2.911
H: 1.451 -1.189 3.982
H: 2.033 -4.785 2.348
H: 0.529 -3.852 2.132
H: -0.242 -4.544 4.354
H: 1.130 -5.646 4.518
H: 0.316 -6.503 2.233
H: -1.751 -6.663 4.351
H: -0.340 -7.742 4.316
H: -1.367 -9.025 2.582
H: -1.818 -7.654 1.743
H: -3.928 -9.583 1.922
H: -4.764 -9.292 3.438
H: -3.191 -10.177 3.428
C: 8.762 0.342 -2.078
O: 8.145 -0.919 -2.004
C: 8.793 -1.813 -1.120
C: 8.128 -3.170 -1.235
N: 6.800 -3.263 -0.686
C: 6.543 -2.724 0.629
C: 5.073 -2.906 0.971
O: 4.318 -2.239 -0.018
C: 2.937 -2.350 0.247
H: 8.096 0.983 -2.646
H: 9.756 0.315 -2.546
H: 8.930 0.707 -1.054
H: 8.776 -1.451 -0.080
H: 9.858 -1.833 -1.400
H: 8.776 -3.904 -0.734
H: 8.153 -3.415 -2.297
H: 6.097 -3.134 -1.392
H: 6.707 -1.638 0.637
H: 7.132 -3.313 1.336
H: 4.876 -2.418 1.934
H: 4.823 -3.970 1.051
H: 2.666 -1.992 1.245
H: 2.594 -3.391 0.172
H: 2.419 -1.789 -0.530
C: -0.138 0.450 0.581
O: -1.021 0.156 1.379
N: -0.393 0.717 -0.728
N: 1.145 0.792 0.963
H: -1.354 0.817 -1.009
H: 0.301 0.888 -1.430
H: 1.771 0.908 0.180
H: 1.305 0.611 1.939

Atom charges from the Löwdin analysis, given in e for atoms 1 to 5: number 1, C, carries -0.046; number 2, C, carries -0.431; number 3, C, carries -0.191; number 4, O, carries -0.222; number 5, C, carries -0.094